Record 1
78
Properties=species:S:1:pos:R:3:mulliken_charge:R:1 method="wB97M-V/def2-TZVPD" gap_ev=10.095 smiles=CC(C)O.CC(C)O.CC(C)O.CO.CO.CO.CO.CO.CO.CO relative_energy_kj_mol=295.0 homo_energy_ha=-0.3642
H 0.31169 -0.08816 -5.61676 0.330
H 2.10810 -0.94598 3.59254 0.337
O -0.41133 -2.90118 -1.25085 -0.367
H 1.76787 -2.66987 1.84181 0.044
H 3.18700 -4.55841 2.97631 0.331
H -1.09740 4.44366 0.10560 0.282
H -0.38109 0.06885 0.68740 -0.253
H -2.35104 -2.95700 -1.97433 0.192
H -0.02705 -1.53909 4.15074 0.302
O 2.82124 -5.06997 -0.26956 -0.580
O -0.35287 -0.05283 -1.39816 1.047
O -1.35188 4.30099 1.02837 -0.564
H -3.17606 -4.22171 0.14483 0.447
H -3.15115 2.21442 -1.67240 0.274
H 4.62259 4.45524 1.67297 0.317
C -2.31212 -3.55508 0.10522 -1.074
C 2.75506 4.86368 1.18590 0.410
C -0.00287 -0.21245 -4.58042 -0.394
H -1.18687 0.44044 -1.39091 -0.387
H -1.20889 -4.94013 -2.87591 0.383
C 2.37648 -4.56035 0.99503 0.686
H -0.58523 5.27929 -2.20096 0.229
H -1.43621 2.23033 0.80799 0.051
C 0.21791 3.53667 -2.52560 -0.524
H 2.15800 -4.85092 -0.93156 0.318
H 1.37192 -4.95230 1.21026 0.084
O 4.18621 4.93988 0.96652 -0.589
C 2.27919 3.42089 1.12309 -0.733
O -3.39437 -1.28002 3.00618 -0.539
H -2.07984 0.34193 2.96746 0.323
H -1.56927 -3.91189 0.81960 0.151
H -2.30563 -0.54391 1.43835 -0.263
C -2.80244 -0.18319 2.33489 -0.058
H 0.35116 2.62054 -1.95623 0.006
H -3.29079 -0.56927 -1.82365 0.082
O 0.20104 -0.63998 4.40435 -0.549
O 1.11760 -0.59712 -3.83445 -0.609
H 3.13905 -6.16544 2.18627 0.354
H 1.21615 3.91470 -2.76511 0.389
H 4.34760 -4.94335 1.72206 0.373
H 2.44228 5.36967 -0.87332 0.247
C 2.13597 5.71611 0.11602 -1.128
H 1.04893 5.71587 0.16461 0.243
H 2.37370 3.05345 0.09970 0.157
H -3.56898 0.54876 2.04571 0.302
H 1.00429 -0.72833 -0.03339 -0.354
H -2.38035 2.94992 2.12366 0.299
H -4.62626 0.60602 -1.74153 0.398
H -0.31554 3.32605 -3.45240 0.300
H 0.95867 -0.08196 2.54202 -0.146
H -0.79781 -0.97830 -4.58532 0.202
O -0.51425 4.45767 -1.70731 -0.428
H 3.31588 -2.60778 0.96043 0.388
H -3.62465 -1.00577 3.89761 0.296
H 1.78107 -2.72221 0.07838 -0.106
H -2.41742 -5.51598 -1.72686 0.412
C 0.32678 0.11489 -0.14288 0.067
C -1.50155 -4.93162 -1.82450 -1.578
H -2.97726 3.10724 0.48217 0.297
C -3.65724 0.39042 -2.18573 -0.648
H -0.70190 -5.42290 -1.26758 0.236
H -3.74770 0.32480 -3.27135 0.254
O -2.68430 1.39022 -1.82896 -0.427
H -2.63626 -2.56653 0.44028 0.022
C -2.06448 3.08311 1.08800 -0.295
C 1.28484 -0.22806 3.57785 -0.153
H -0.54918 -1.96540 -1.45038 0.040
H 1.64447 0.72315 3.96150 0.268
H 2.88386 2.77728 1.76900 0.346
H 2.48420 6.74685 0.20888 0.373
C 3.31491 -5.10340 2.03838 -1.477
H 0.88462 -0.53621 -2.90018 0.252
H 2.57019 5.28149 2.18120 0.248
H 1.24482 3.34727 1.46703 0.136
H -0.46312 0.71449 -4.21975 0.025
H 0.86117 1.06214 -0.11330 0.142
C -1.70917 -3.52860 -1.29767 0.985
C 2.31531 -3.04572 0.97307 -0.456

=====

Record 2
85
Properties=species:S:1:pos:R:3:mulliken_charge:R:1 method="wB97M-V/def2-TZVPD" gap_ev=5.880 relative_energy_kj_mol=81.4 total_charge=-2 homo_energy_ha=-0.0682
C 1.00266 2.00305 4.79170 -0.704
H -1.36736 0.66394 -4.71633 0.415
C -5.16224 -2.13020 0.71609 -0.725
H 3.52133 5.28652 -5.64415 0.372
S 1.63411 -2.69562 1.53708 -0.667
H 1.03054 -5.06529 0.08167 0.349
Cl 7.83669 3.18345 -3.71461 -0.286
H -6.51210 -2.17565 2.38945 0.334
H 2.66698 5.15118 0.02315 0.378
C -2.02684 0.77792 -3.86236 -0.865
O 5.49987 0.29010 1.98883 -0.730
C -1.42450 -2.64324 3.09651 0.485
C -1.00179 -3.23695 -1.89317 0.187
H -3.62645 1.63514 -5.01696 0.351
C -3.70334 -0.27633 2.18392 -0.481
H 1.26563 -1.70117 4.49940 0.169
C -3.69037 1.08741 -1.66362 -0.386
C 4.08556 4.62249 -3.67893 0.776
C 3.70696 4.40890 -2.34867 0.747
C -5.60408 -1.74680 1.97736 -0.425
C -3.26186 -0.64315 0.91676 -0.356
O 2.46207 4.82890 -2.02984 -0.445
C -0.34790 -0.82362 -0.00176 -1.750
C 5.35745 4.24159 -4.07669 -0.734
H -1.71644 -3.81746 -3.83908 0.428
O 3.28191 0.91235 2.58845 -0.572
C -2.93240 -4.39948 3.75439 -0.488
C 2.02050 4.63785 -0.68962 -0.856
C 1.52106 -0.73516 4.93704 -0.465
C -1.12605 -4.10764 -2.97612 -0.971
C 3.11098 5.26334 -4.63310 -1.323
H -0.85523 -1.75378 3.33899 -0.302
C 5.85261 3.43713 -1.86397 -0.862
C -1.35562 -3.14849 1.79601 -0.382
C -4.12540 1.47767 -2.92472 -0.664
O 1.69229 2.30181 -1.14436 -0.894
H 0.81996 -6.63724 -1.83918 0.367
H -3.12886 0.45839 2.73857 0.324
C -2.89914 -4.89565 2.45937 -0.739
H 0.36830 2.76098 4.33136 0.273
S 0.17556 0.41245 4.54417 0.182
C 1.85667 3.18483 -0.25735 1.394
P -0.12898 -2.36902 0.63760 2.130
O 4.77230 2.51386 1.64093 -0.658
H -5.11203 1.91484 -3.04586 0.369
C -2.42344 0.52166 -1.48716 -0.151
S -1.50200 1.93048 1.02706 -0.577
H -2.23364 -2.84529 5.07171 0.418
H -0.61223 -0.05044 -2.44757 0.270
H -3.64930 -1.88433 -0.79023 0.274
C -4.86949 -0.82451 2.71239 -0.543
C 0.29685 -5.68558 -1.85386 -0.701
C -3.99608 -1.58403 0.19460 0.067
H 4.29546 3.63335 -0.41833 0.245
H 1.13325 2.22447 5.85020 0.342
H 2.16366 4.71964 -4.64422 0.280
H 1.96479 2.00148 4.28236 0.075
H -3.48569 -5.76962 2.19861 0.364
Sr 1.55630 0.75624 0.66502 1.385
H -1.47275 -2.25788 -1.91064 0.219
O 1.84662 2.99321 0.99368 -0.844
H 6.52323 2.96519 -1.15736 0.517
C 4.58121 3.81989 -1.44850 -0.401
H 1.02647 5.07912 -0.65198 0.383
H -0.56565 -6.01563 -3.80161 0.345
C -0.47764 -5.33693 -2.95752 -0.368
O 3.87987 0.75374 0.31742 -0.739
Cl 4.38285 1.12684 1.64472 1.762
C -3.29104 1.32415 -4.03128 -0.382
P -1.73945 0.11491 0.19530 2.706
H 1.65182 -0.83651 6.01752 0.349
C -2.12109 -4.27067 1.48475 -0.401
C -1.59904 0.37680 -2.59633 -0.302
C 0.41381 -4.81205 -0.77448 -0.189
H 2.88059 6.28651 -4.32409 0.287
H -4.32911 1.23391 -0.79910 0.383
H 2.44325 -0.39440 4.47664 0.009
C -2.19838 -3.25957 4.06789 -0.507
C -0.24480 -3.58243 -0.77700 -0.850
C 6.23238 3.65539 -3.17162 0.242
H -5.72346 -2.86074 0.14278 0.380
H -3.53470 -4.88942 4.51249 0.339
H -5.20389 -0.53318 3.70430 0.364
H 5.67114 4.39509 -5.10432 0.318
H -2.10369 -4.67302 0.47937 0.331

=====

Record 3
21
Properties=species:S:1:pos:R:3:mulliken_charge:R:1 method="wB97M-V/def2-TZVPD" gap_ev=9.823 smiles="C=C(CC)CC.O" relative_energy_kj_mol=300.5 homo_energy_ha=-0.3311
H -0.18839 0.78527 2.90909 0.285
C -0.31883 -0.66604 -1.27846 -0.483
C -0.43359 0.00634 -0.00235 0.477
H -1.96173 -0.50914 -2.64596 0.292
H 1.62093 1.02801 2.23110 0.348
C 0.76240 0.41619 2.39056 -1.156
H 1.22611 -1.10637 0.91885 0.417
H 2.41745 0.51368 0.18697 0.282
H 2.15516 1.52291 -0.95898 0.326
H -2.41942 -1.26908 -1.06447 0.376
O 2.64530 0.73464 -0.70505 -0.655
H 0.02532 0.25700 -1.97313 0.203
H -0.45806 -1.18448 1.72279 0.304
H -1.67185 1.59004 -0.93007 0.264
C -1.64726 -1.14987 -1.81553 -1.214
H -1.69629 -2.21657 -2.22715 0.301
C -1.01735 1.17941 -0.16176 -0.950
H -1.17634 1.98799 0.56185 0.296
H 1.26929 -0.19690 3.23064 0.332
H 0.57185 -1.20733 -1.62106 0.510
C 0.29528 -0.51568 1.23213 -0.556

=====

Record 4
49
Properties=species:S:1:pos:R:3:mulliken_charge:R:1 method="wB97M-V/def2-TZVPD" spin_multiplicity=3 gap_ev="6.928 / 7.468" relative_energy_kj_mol=98.8 homo_energy_ha="-0.2625 / -0.2645"
C 4.22097 1.58203 1.17347 -0.978
O 2.04982 -0.51930 3.23061 -0.726
H -1.36473 1.39934 0.44407 0.519
H -4.21250 -1.70607 -1.66417 0.415
C -3.75554 1.30525 -0.39327 -0.689
C -3.97321 -0.33132 1.35417 -0.630
N -3.65142 0.27370 -1.37969 0.028
H -3.51934 -0.54116 2.43551 0.267
H 1.53378 -3.22164 0.35120 0.221
V 0.58507 -0.80537 -0.38149 0.124
H -1.99788 -2.21848 1.09951 0.192
C -1.91742 0.56401 0.78501 -1.185
C -2.23752 -0.08990 -1.54033 -0.772
H -5.03735 -0.07332 1.40906 0.371
H 2.10236 -2.85169 2.38878 0.303
N 1.23234 -2.35582 2.08872 -0.374
H 2.18555 1.29745 1.36607 0.281
C 4.40146 3.26942 -1.47473 -1.017
H 5.28852 2.75623 -1.19156 0.329
O 0.63281 -0.25614 1.43681 -0.197
S -0.17457 -2.50059 -2.15475 -0.327
N -1.57907 -0.55813 -0.24778 1.294
H -1.73509 0.86444 -1.79196 0.139
H 4.08612 1.09846 2.13354 0.378
C 2.44186 1.98204 -0.53679 0.386
S 0.77743 1.58558 -0.95845 -0.552
H -4.79120 1.57572 -0.24168 0.389
H -2.30979 -2.50343 -0.61743 0.486
H -1.52950 0.23377 1.73907 0.209
H 4.46598 3.79586 -2.40348 0.352
N -3.28023 0.87155 0.96172 0.129
H 3.00209 2.14416 -2.50788 0.311
H 4.65446 2.55890 1.35533 0.389
S 3.02761 -3.01808 -1.34034 -0.251
H 0.00204 -3.35641 0.91011 0.255
N 0.79527 -2.74955 0.79200 -0.165
S 2.82457 -1.02581 -0.98343 -0.062
N 3.26164 2.31927 -1.52420 -0.091
C -4.35410 -0.95252 -0.92781 -0.752
H -2.09219 -0.77599 -2.30982 0.500
H 4.19089 3.90315 -0.63475 0.350
N -3.80812 -1.41043 0.36494 0.012
S 1.61081 -3.22956 -2.86665 -0.020
H -3.22877 2.26054 -0.60137 0.307
C -2.40135 -1.78514 0.13027 -0.972
N 2.81189 1.84549 0.73894 -0.183
C 1.29971 -0.94156 2.32683 0.425
H 4.87342 1.00670 0.48591 0.251
H -5.40758 -0.71567 -0.82785 0.331

=====

Record 5
14
Properties=species:S:1:pos:R:3:mulliken_charge:R:1 method="wB97M-V/def2-TZVPD" gap_ev=9.485 smiles=SCc1ccnnc1 relative_energy_kj_mol=310.3 homo_energy_ha=-0.3534
C -1.04737 0.04882 0.70345 -0.188
N -2.11333 1.49845 -0.83664 -0.358
H -1.33033 -0.43180 1.78263 0.188
C 0.10134 -0.13784 -0.02072 0.314
H 2.20242 0.20569 -0.11187 0.384
C 0.03461 0.57890 -1.21861 -0.127
S 1.67470 -2.29010 0.09480 -0.218
N -0.97447 1.39150 -1.67019 -0.391
C 1.39809 -0.45861 0.36433 -0.534
H 1.43236 -0.30571 1.40397 0.383
H 2.99154 -2.34767 0.35361 0.134
C -2.13727 0.79193 0.26718 -0.217
H 0.85927 0.40263 -2.04174 0.313
H -3.09155 1.05382 0.92980 0.316